Formula: C27H52AlCl4I2KN5O19PS
Source: the OMol25 dataset
Level of theory: ωB97M-V/def2-TZVPD

XYZ file:
```
113
Properties=species:S:1:pos:R:3:mulliken_charge:R:1
C 3.49 2.96 -1.38 -1.106
C 3.16 3.24 -2.83 -0.587
O 1.98 2.51 -3.10 -0.111
C 1.43 2.77 -4.40 -0.759
C 0.63 1.54 -4.75 -0.163
O -0.78 1.74 -4.65 -0.574
C -1.23 1.76 -3.32 0.331
C -2.13 3.00 -3.20 -0.854
O -3.21 2.90 -2.31 -0.379
C -2.99 1.94 -1.32 0.197
O -4.01 1.99 -0.41 -0.460
C -3.00 0.57 -1.98 -0.329
N -1.96 0.47 -3.10 0.855
C -1.10 -0.72 -3.06 -1.329
I -1.33 -1.98 -4.73 0.222
C -0.20 -1.06 -2.16 0.793
C 0.61 -2.30 -2.26 -1.695
I 0.22 0.08 -0.43 0.169
H 3.43 1.88 -1.26 0.205
H 4.45 3.36 -1.10 0.539
H 2.68 3.37 -0.78 0.248
H 3.99 2.84 -3.42 0.357
H 3.02 4.30 -3.01 0.305
H 0.78 3.65 -4.34 0.302
H 2.25 2.93 -5.09 0.508
H 0.82 1.30 -5.79 0.523
H 0.98 0.68 -4.18 0.027
H -0.34 1.85 -2.71 0.262
H -2.54 3.20 -4.18 0.337
H -1.48 3.84 -2.93 0.289
H -2.04 2.19 -0.83 0.255
H -3.73 1.72 0.48 0.204
H -3.98 0.34 -2.37 0.344
H -2.81 -0.17 -1.22 0.120
H -2.53 0.34 -3.94 0.505
H 1.28 -2.26 -3.11 0.364
H -0.01 -3.18 -2.29 0.494
H 1.25 -2.37 -1.39 0.502
O -5.43 2.55 2.37 -0.845
H -5.27 2.33 1.45 0.163
C 5.82 -1.81 6.57 -1.122
C 5.86 -1.89 5.05 -0.384
N 4.92 -0.95 4.41 0.197
C 3.56 -0.90 4.59 -0.695
C 3.09 0.08 3.78 -0.150
N 4.17 0.60 3.11 0.247
C 5.27 -0.03 3.52 -0.033
C 4.13 1.67 2.10 -0.897
H 4.82 -2.02 6.96 0.321
H 6.51 -2.53 6.99 0.378
H 6.11 -0.81 6.91 0.334
H 5.59 -2.89 4.71 0.317
H 6.86 -1.68 4.68 0.308
H 3.09 -1.58 5.28 0.602
H 2.10 0.46 3.60 0.191
H 6.27 0.17 3.17 0.419
H 4.53 1.28 1.16 0.411
H 4.73 2.51 2.43 0.360
H 3.11 1.99 1.95 0.217
C -4.51 -0.62 3.42 1.005
C -5.82 -0.86 2.72 -0.557
O -5.43 -1.42 1.45 -0.319
S -4.12 -2.29 1.62 0.888
O -4.48 -3.65 1.73 -0.608
O -3.17 -1.85 0.65 -0.304
O -3.68 -1.75 3.06 -0.365
H -4.05 0.28 3.05 -0.970
H -4.63 -0.56 4.50 0.423
H -6.39 0.06 2.58 0.390
H -6.44 -1.59 3.25 0.314
C -1.03 2.00 4.55 0.349
Cl -2.70 2.02 4.05 0.037
Cl -0.01 1.96 3.11 -0.055
Cl -0.66 3.42 5.52 -0.119
Cl -0.69 0.51 5.55 -0.247
C -1.24 -4.63 -7.98 0.883
O -1.19 -5.26 -9.03 -0.338
O -0.26 -4.16 -7.37 -0.274
O -2.29 -4.36 -7.36 -0.262
K 0.82 0.10 7.31 0.862
C 5.15 6.09 -4.80 -1.014
C 6.20 5.37 -3.94 0.801
O 5.96 5.20 -2.76 -0.584
O 7.28 4.99 -4.57 -0.576
H 4.28 6.37 -4.20 0.226
H 5.57 7.00 -5.24 0.331
H 4.82 5.43 -5.61 0.322
Al 8.06 6.32 -5.94 0.510
C -4.82 6.09 5.22 0.646
O -5.80 6.80 5.23 -0.626
N -4.89 4.72 5.21 -0.192
N -3.54 6.60 5.22 -0.320
H -4.09 4.12 5.21 0.063
H -5.80 4.31 5.21 0.135
H -3.45 7.60 5.22 0.192
H -2.71 6.04 5.21 0.111
C -0.55 -7.03 1.31 -0.665
O -0.30 -6.18 0.19 -0.330
P -0.97 -6.50 -1.20 0.957
O -0.74 -5.48 -2.22 -0.485
O -2.50 -6.78 -0.87 -0.346
C -3.31 -5.65 -0.47 -0.565
O -0.44 -7.94 -1.54 -0.363
C -0.90 -8.56 -2.76 -0.672
H -1.21 -6.52 2.01 0.229
H -0.99 -7.98 1.02 0.343
H 0.40 -7.23 1.81 0.271
H -2.85 -4.70 -0.73 0.150
H -3.47 -5.69 0.61 0.289
H -4.27 -5.73 -0.97 0.365
H -0.97 -7.83 -3.56 0.299
H -1.87 -9.02 -2.59 0.264
H -0.18 -9.32 -3.03 0.247
```

Computed properties:
Kohn-Sham gap = 1.3 eV
Highest occupied orbital energy = -9.4838 eV
Charge = +2
Total energy = -184510.5053 eV